Entry 1:
DFT (ωB97M-V/def2-TZVPD) results for 2 unconnected molecules or ions with the total composition C24H37BClN3O8S.

Total charge: 0
HOMO-LUMO gap, hartree: 0.2774
E_LUMO, eV: -2.08
Strongest force on any atom, eV Å⁻¹: 2.8
DFT total energy, eV: -70376.814

Atoms and positions in Å:
C: -0.37160 6.14230 -0.75804
C: -1.40863 5.16096 -0.15886
C: -2.18228 4.43093 -1.28466
C: -2.57538 3.02454 -0.80295
C: -3.00408 2.05634 -1.92438
C: -1.96871 0.98320 -2.30392
C: -1.36782 0.26753 -1.10407
N: -0.19674 0.71247 -0.75537
N: 0.37063 0.15021 0.31265
C: 1.68378 0.69519 0.68533
C: 2.84381 -0.18512 0.18447
C: 4.14952 0.33814 0.81253
C: 4.63226 1.64274 0.13264
C: 5.57402 1.28216 -1.03460
C: -0.23936 -0.80779 0.98209
C: 0.45403 -1.36050 2.21291
C: 0.17599 -0.39743 3.41540
N: 1.39636 -0.22645 4.20383
C: -1.48879 -1.34527 0.61888
S: -2.24830 -2.64899 1.53233
C: -2.10311 -0.78954 -0.48629
C: -3.43865 -1.26900 -0.93313
C: -4.62835 -0.56848 -0.18500
C: -4.22810 0.21873 1.05791
Cl: -5.72196 1.02991 1.68020
H: -0.87772 6.87818 -1.38044
H: 0.16166 6.60700 0.07113
H: 0.32235 5.53418 -1.33777
H: -0.82383 4.45532 0.44113
H: -2.08044 5.66619 0.53733
H: -1.54076 4.42885 -2.16735
H: -3.08710 5.01867 -1.44427
H: -1.77403 2.64874 -0.16392
H: -3.44281 3.15382 -0.14650
H: -3.15193 2.66497 -2.82141
H: -3.98086 1.62379 -1.72495
H: -1.15709 1.36391 -2.92153
H: -2.46649 0.21710 -2.89928
H: 1.73953 0.93652 1.74252
H: 1.76654 1.63963 0.15278
H: 2.92759 -0.07608 -0.90077
H: 2.68410 -1.24443 0.38603
H: 3.89584 0.61943 1.84222
H: 4.93172 -0.41650 0.79809
H: 3.78662 2.18655 -0.29564
H: 5.12504 2.25650 0.88484
H: 5.25422 0.33706 -1.47541
H: 6.58511 1.13392 -0.65072
H: 5.61434 2.06427 -1.79086
H: 0.03742 -2.32194 2.48895
H: 1.51886 -1.50758 2.05494
H: -0.09474 0.57012 2.95775
H: -0.66917 -0.74322 4.00734
H: 2.21472 -0.17444 3.61352
H: 1.33382 0.61647 4.75976
H: -2.02975 -3.73173 0.74452
H: -3.52546 -2.32777 -0.69929
H: -3.60117 -1.17459 -2.00251
H: -5.16386 0.10318 -0.85257
H: -5.36675 -1.30341 0.13301
H: -3.52911 1.02829 0.86745
H: -3.91154 -0.43371 1.86498
B: 1.42160 -5.16325 -0.83501
O: 1.54718 -6.62693 -0.74815
C: 0.32416 -7.15887 -0.78831
O: 0.06634 -8.32301 -0.73569
C: -0.68735 -6.02095 -0.89684
O: -1.88155 -6.11965 -0.93912
O: -0.01971 -4.87528 -0.92659
O: 1.99489 -4.48236 0.35165
C: 2.93803 -3.64931 -0.05785
O: 3.58927 -2.93308 0.65401
C: 3.04034 -3.74211 -1.57751
O: 3.78895 -3.11446 -2.26861
O: 2.14442 -4.62480 -2.00494

Forces on the atoms, in the same order (eV/Å):
-0.76 -0.67 0.77
0.64 0.24 -0.55
0.30 0.06 1.50
-0.68 0.28 -0.23
0.50 0.59 -0.27
-0.07 -0.68 0.26
-1.18 0.46 -1.58
0.41 -0.16 0.46
-0.95 0.17 -0.23
0.78 0.20 -0.95
0.16 0.27 0.08
-0.86 0.84 0.13
0.24 -0.94 -0.56
0.08 0.19 0.58
1.03 -1.77 1.87
-0.47 0.41 0.63
1.01 0.70 -1.16
-0.51 -0.32 0.32
0.11 0.24 -1.23
-0.33 -0.42 0.74
0.70 0.03 0.47
-0.87 -0.06 0.15
0.21 0.16 0.12
-0.94 0.13 -0.03
0.25 -0.03 -0.02
0.27 0.14 -0.06
0.12 0.30 -0.26
0.13 0.31 -0.19
-0.20 -0.17 -0.03
-0.07 0.02 -0.09
-0.22 -0.21 -0.17
0.03 -0.10 -0.59
0.02 -0.25 -0.20
0.13 0.00 0.14
-0.10 -0.10 -0.03
0.07 -0.23 0.18
0.02 0.26 0.20
0.03 0.12 -0.19
-0.24 -0.39 0.15
-0.34 0.09 0.08
-0.20 -0.10 -0.05
0.06 0.48 0.12
0.33 -0.45 0.20
-0.05 -0.07 0.11
-0.06 0.15 0.31
0.03 0.24 -0.20
0.00 0.11 -0.24
0.01 -0.07 -0.10
0.00 -0.06 -0.07
0.11 -0.14 -0.38
0.06 0.15 -0.04
-0.38 -0.05 0.25
0.12 -0.08 0.13
0.04 0.04 0.02
0.15 -0.07 0.09
0.22 0.43 -0.23
0.24 0.01 -0.12
0.20 0.13 -0.04
0.13 0.05 -0.09
0.13 -0.18 -0.10
0.16 -0.13 0.02
0.26 0.09 -0.01
0.14 -0.30 -0.16
-0.50 0.45 -0.01
0.62 -0.69 0.09
-0.12 0.10 -0.02
-0.62 0.39 -0.11
0.07 0.02 0.12
0.01 0.01 0.09
0.20 0.24 -0.36
-0.08 -0.42 0.77
0.12 -0.22 0.01
-0.02 -0.17 -0.99
0.03 0.16 0.18
0.15 0.23 0.62

=====

Entry 2:
DFT (ωB97M-V/def2-TZVPD) results for a molecular structure, C5H9N.

Total charge: 0
HOMO-LUMO gap, hartree: 0.3821
E_LUMO, eV: 0.92
Strongest force on any atom, eV Å⁻¹: 3.5
DFT total energy, eV: -6818.149

Atoms and positions in Å:
C: 0.97290 1.51420 -1.03491
C: -0.29697 0.70642 -0.68287
C: -0.11054 -0.16930 0.60608
C: -1.38876 -1.54768 1.01322
C: 1.03301 -1.01505 0.54882
N: 1.88111 -1.79834 0.49634
H: 1.22890 2.24767 -0.26034
H: 1.83503 0.85281 -1.16893
H: 0.84108 2.07217 -1.97223
H: -1.13249 1.41490 -0.56743
H: -0.54603 0.05757 -1.52643
H: -0.04230 0.53854 1.45702
H: -1.71447 -0.54160 0.89367
H: -1.41460 -2.30930 0.22826
H: -1.14588 -2.02302 1.96972

Forces on the atoms, in the same order (eV/Å):
-0.02 -0.12 0.11
-0.12 -0.41 0.09
0.54 -0.80 0.02
2.53 1.69 -0.73
1.34 -0.67 -0.13
-0.21 0.46 -0.01
-0.10 -0.19 -0.05
-0.13 0.07 0.05
-0.12 -0.20 0.25
0.13 -0.39 0.20
0.00 -0.01 0.06
-0.26 -0.81 -0.10
-3.41 -0.45 0.57
-0.06 0.90 -0.19
-0.10 0.94 -0.13

=====

Entry 3:
DFT (ωB97M-V/def2-TZVPD) results for a single C13H18F3NO4SSi molecule.

Total charge: 0
SMILES string: C[Si](C)(CCC(F)(F)N(CC(=O)O)S(=O)(=O)F)c1ccccc1
HOMO-LUMO gap, hartree: 0.3565
E_LUMO, eV: 0.24
Strongest force on any atom, eV Å⁻¹: 1.6
DFT total energy, eV: -50319.222

Atoms and positions in Å:
C: -0.00902 2.20854 2.27294
Si: -1.08709 1.09143 1.22623
C: -2.67969 1.97974 0.78322
C: -0.24387 0.61276 -0.40658
C: 0.41020 1.78437 -1.11811
C: 1.09174 1.50425 -2.46004
F: 2.25400 2.23670 -2.50703
F: 0.34679 1.94510 -3.48353
N: 1.51586 0.14325 -2.75107
C: 2.55106 -0.39599 -1.87819
C: 3.68183 -1.01461 -2.67687
O: 3.51135 -1.66970 -3.63398
O: 4.93630 -0.70216 -2.22273
S: 0.40532 -0.92713 -3.31344
O: 0.58608 -2.17775 -2.67395
O: -0.87610 -0.33475 -3.40218
F: 0.91238 -1.06744 -4.75506
C: -1.44751 -0.53791 2.09491
C: -2.55754 -1.28801 1.66841
C: -2.84095 -2.52565 2.24553
C: -2.01450 -3.01060 3.25292
C: -0.91256 -2.28039 3.69618
C: -0.63184 -1.04491 3.11380
H: -0.55975 2.55427 3.14321
H: 0.88424 1.69707 2.62141
H: 0.29782 3.09185 1.71647
H: -3.28104 1.40865 0.08399
H: -3.26266 2.24583 1.65952
H: -2.41834 2.91126 0.27813
H: -1.02149 0.13390 -0.99714
H: 0.46290 -0.17213 -0.14192
H: -0.34711 2.53616 -1.32424
H: 1.14736 2.25424 -0.47621
H: 2.98059 0.37820 -1.25654
H: 2.17263 -1.17958 -1.22636
H: 5.20327 -1.32325 -1.53503
H: -3.18915 -0.90271 0.88254
H: -3.69202 -3.08639 1.89438
H: -2.22876 -3.97122 3.69920
H: -0.26541 -2.64993 4.47539
H: 0.21470 -0.45537 3.43180

Forces on the atoms, in the same order (eV/Å):
-0.09 -0.15 -0.16
-0.21 -0.16 -0.17
0.48 0.15 -0.01
-0.06 0.03 0.59
-0.25 -0.23 -0.13
0.48 0.40 0.04
-0.03 0.04 0.03
-0.09 0.04 -0.17
-0.52 -0.21 0.49
0.58 -0.08 0.08
0.10 0.71 0.66
-0.26 -0.83 -1.34
0.17 0.00 0.42
-0.39 -0.09 0.36
0.24 -0.03 -0.04
-0.04 0.08 -0.07
0.06 -0.18 -0.54
-0.25 0.12 -0.11
0.51 -0.21 0.52
0.37 0.55 -0.09
0.11 -0.02 0.12
-0.16 0.38 -0.44
-0.52 -0.20 -0.32
-0.09 0.01 0.17
0.17 -0.03 0.05
0.06 0.09 -0.08
-0.20 -0.15 -0.01
-0.17 -0.07 0.11
-0.01 0.11 -0.04
-0.05 0.02 -0.21
0.23 -0.08 -0.07
-0.02 0.22 -0.10
0.20 0.04 0.08
-0.23 0.33 -0.01
-0.19 -0.09 0.08
0.16 -0.01 0.01
-0.15 0.01 -0.10
-0.09 -0.18 0.06
-0.02 -0.07 0.05
-0.02 -0.18 0.13
0.16 -0.06 0.20